Record 1
Density functional theory data (the ωB97M-V functional and the def2-TZVPD basis) for a molecular structure, C19H34FeN2O7S2Si.

Geometry (Å):
Fe  0.85  0.27  0.14
O  2.42  -1.22  1.00
S  3.05  -0.97  -0.32
O  4.37  -1.53  -0.47
O  2.98  0.50  -0.57
S  1.76  -1.72  -1.68
N  -0.08  -0.69  2.20
H  -0.33  -1.51  1.65
H  -0.91  -0.42  2.71
H  0.65  -0.97  2.84
O  -2.98  -1.09  -0.12
C  -2.19  -0.56  -0.89
O  -1.06  -0.06  -0.58
C  -2.52  -0.35  -2.35
C  -1.52  -0.55  -3.30
C  -1.77  -0.26  -4.63
C  -2.98  0.27  -5.02
C  -3.98  0.50  -4.06
C  -3.76  0.16  -2.72
N  -5.21  1.07  -4.46
O  -5.39  1.32  -5.65
O  -6.05  1.31  -3.59
H  -0.56  -0.94  -2.98
H  -1.01  -0.43  -5.38
H  -3.18  0.54  -6.04
H  -4.53  0.32  -1.99
C  -2.47  3.16  -0.90
C  -1.71  3.40  0.41
C  -2.38  2.50  1.46
C  -1.88  4.87  0.81
Si  0.22  2.89  0.22
C  0.98  3.49  -1.53
C  2.51  3.45  -1.56
C  0.48  2.53  -2.62
C  0.56  4.93  -1.90
C  1.30  3.43  1.82
C  1.73  4.90  1.75
C  0.53  3.21  3.12
C  2.56  2.55  1.90
H  -3.53  3.33  -0.75
H  -2.35  2.13  -1.22
H  -2.14  3.82  -1.69
H  -3.46  2.70  1.47
H  -2.00  2.68  2.45
H  -2.24  1.46  1.21
H  -2.94  5.11  0.87
H  -1.41  5.52  0.08
H  -1.44  5.07  1.78
H  2.88  2.45  -1.32
H  2.95  4.17  -0.88
H  2.85  3.69  -2.57
H  0.80  1.51  -2.39
H  0.91  2.81  -3.59
H  -0.60  2.52  -2.71
H  0.89  5.63  -1.14
H  -0.51  5.03  -2.02
H  1.03  5.21  -2.84
H  0.87  5.56  1.68
H  2.38  5.08  0.90
H  2.29  5.16  2.66
H  -0.30  3.91  3.20
H  1.18  3.39  3.97
H  0.16  2.20  3.17
H  3.17  2.63  1.01
H  2.29  1.50  2.02
H  3.16  2.85  2.76

charge = -1
relative energy (zero: lowest compared OMol25 entry of this formula, charge and spin) = 1.423 eV
2S+1 = 6
LUMO level (alpha / beta) = 1.457 / 1.036 eV
HOMO-LUMO gap (alpha / beta) = 6.67 / 6.21 eV
HOMO energy (alpha / beta) = -5.217 / -5.172 eV

Record 2
Density functional theory data (the ωB97M-V functional and the def2-TZVPD basis) for 2 unconnected molecules or ions with the total composition C5H11NO.

Geometry (Å):
C  2.22  0.53  -1.10
C  1.30  -0.52  -0.52
C  1.03  -0.63  0.93
N  0.04  -0.05  0.04
C  -1.14  -0.82  -0.22
C  -2.27  -0.15  -0.45
O  -2.34  1.20  -0.45
H  1.87  0.85  -2.09
H  3.23  0.14  -1.20
H  2.24  1.40  -0.45
H  1.23  -1.46  -1.09
H  1.51  0.06  1.62
H  0.82  -1.62  1.34
H  -1.09  -1.91  -0.21
H  -1.87  0.90  2.68
H  -3.22  -0.63  -0.66
H  -2.13  1.22  2.06
H  -1.43  1.50  -0.25

charge = 0
relative energy (zero: lowest compared OMol25 entry of this formula, charge and spin) = 3.284 eV
SMILES = C[C@H]1CN1/C=C\O.[H][H]
LUMO level = 1.159 eV
HOMO-LUMO gap = 9.69 eV
HOMO energy = -8.534 eV

Record 3
Density functional theory data (the ωB97M-V functional and the def2-TZVPD basis) for 10 unconnected molecules or ions with the total composition C60H150N10O20.

Geometry (Å):
C  19.85  16.01  19.60
O  20.84  16.64  18.74
C  22.14  16.83  19.27
C  22.15  17.78  20.50
N  21.85  17.12  21.81
C  21.88  18.14  22.88
C  20.49  18.92  22.87
O  19.45  18.01  22.98
C  18.23  18.62  22.96
H  20.32  15.05  19.80
H  18.94  15.80  19.04
H  19.66  16.58  20.51
H  22.75  17.33  18.52
H  22.47  15.87  19.67
H  21.50  18.65  20.32
H  23.15  18.19  20.65
H  20.88  16.86  21.88
H  22.78  18.74  22.82
H  22.00  17.52  23.77
H  20.40  19.52  21.96
H  20.43  19.62  23.70
H  18.08  19.14  22.01
H  18.06  19.28  23.81
H  17.51  17.82  23.12
C  26.13  21.67  13.46
O  25.91  21.05  12.17
C  26.07  22.03  11.15
C  25.46  21.51  9.85
N  24.05  21.18  10.10
C  23.56  20.26  9.03
C  22.16  19.79  9.45
O  22.19  18.99  10.59
C  20.93  18.62  11.01
H  27.17  21.98  13.56
H  25.93  20.96  14.27
H  25.42  22.46  13.69
H  27.14  22.16  10.97
H  25.68  23.03  11.33
H  26.07  20.65  9.58
H  25.57  22.24  9.05
H  24.15  20.75  11.01
H  24.25  19.43  8.92
H  23.44  20.86  8.13
H  21.82  19.14  8.64
H  21.47  20.63  9.47
H  21.07  18.04  11.92
H  20.43  18.01  10.26
H  20.28  19.48  11.18
C  20.82  32.85  14.65
O  20.41  32.22  15.87
C  20.30  30.79  15.87
C  20.02  30.44  17.34
N  20.19  29.00  17.46
C  19.99  28.55  18.83
C  19.96  27.00  18.89
O  18.92  26.35  18.16
C  19.18  25.00  17.94
H  20.58  33.91  14.75
H  20.24  32.48  13.80
H  21.87  32.68  14.45
H  21.26  30.36  15.59
H  19.50  30.47  15.21
H  19.03  30.68  17.72
H  20.76  30.88  18.01
H  19.39  28.72  16.91
H  19.01  28.85  19.22
H  20.78  29.05  19.38
H  19.78  26.78  19.94
H  20.94  26.80  18.44
H  18.40  24.43  17.43
H  19.27  24.47  18.89
H  20.13  24.88  17.43
C  12.58  14.52  22.01
O  13.20  14.06  20.79
C  13.77  12.75  20.83
C  14.26  12.28  19.46
N  15.29  13.15  18.85
C  15.56  12.72  17.45
C  16.45  13.73  16.67
O  15.84  15.02  16.71
C  16.72  16.06  16.29
H  13.35  14.51  22.78
H  11.68  13.93  22.21
H  12.26  15.54  21.81
H  13.06  12.06  21.29
H  14.67  12.79  21.45
H  13.47  12.09  18.72
H  14.73  11.30  19.58
H  14.90  14.06  19.04
H  14.63  12.65  16.87
H  16.06  11.75  17.41
H  16.55  13.41  15.63
H  17.50  13.68  16.97
H  17.51  16.26  17.02
H  16.24  17.03  16.19
H  17.16  15.77  15.34
C  25.79  17.57  21.36
O  25.56  18.92  21.78
C  26.56  19.74  21.20
C  26.51  21.15  21.74
N  25.34  21.82  21.27
C  25.06  22.84  22.26
C  23.82  23.62  21.83
O  23.56  24.59  22.85
C  22.37  25.28  22.64
H  26.72  17.20  21.79
H  25.81  17.44  20.28
H  24.98  16.93  21.72
H  26.58  19.56  20.13
H  27.52  19.30  21.45
H  27.34  21.72  21.33
H  26.57  21.21  22.83
H  24.60  21.14  21.22
H  25.88  23.49  22.58
H  24.84  22.31  23.19
H  22.99  22.96  21.60
H  24.05  24.16  20.91
H  22.40  25.94  21.77
H  22.15  25.85  23.54
H  21.48  24.67  22.46
C  10.23  18.46  12.71
O  10.83  19.69  12.96
C  10.49  20.23  14.23
C  11.29  21.55  14.46
N  12.63  21.36  14.93
C  13.61  20.82  13.99
C  15.01  20.95  14.63
O  15.51  22.29  14.71
C  16.79  22.38  15.24
H  10.39  17.74  13.51
H  10.60  17.90  11.86
H  9.17  18.68  12.55
H  10.88  19.54  14.98
H  9.41  20.34  14.33
H  10.90  22.08  15.33
H  11.18  22.23  13.61
H  13.09  22.20  15.25
H  13.55  21.41  13.08
H  13.45  19.77  13.74
H  15.74  20.35  14.08
H  14.93  20.40  15.56
H  17.05  23.41  15.48
H  17.52  22.01  14.51
H  16.81  21.75  16.13
C  22.81  22.23  15.18
O  21.91  21.15  15.24
C  22.17  20.17  14.18
C  23.41  19.29  14.36
N  23.28  18.59  15.60
C  24.55  18.13  16.15
C  25.33  19.32  16.79
O  24.39  20.02  17.64
C  24.93  21.24  18.21
H  22.44  23.10  15.74
H  22.79  22.50  14.13
H  23.84  21.98  15.43
H  22.42  20.62  13.22
H  21.31  19.54  13.97
H  24.23  20.00  14.38
H  23.63  18.61  13.53
H  22.99  19.24  16.32
H  25.16  17.65  15.39
H  24.41  17.42  16.96
H  25.80  19.84  15.96
H  26.16  18.93  17.38
H  24.21  21.63  18.92
H  25.02  21.95  17.38
H  25.96  21.00  18.48
C  16.36  23.18  19.77
O  15.18  23.23  20.59
C  14.49  22.00  20.66
C  13.84  21.59  19.28
N  13.06  20.34  19.40
C  12.45  20.09  18.07
C  11.66  18.79  18.17
O  12.60  17.73  18.39
C  11.99  16.42  18.41
H  17.00  24.04  19.91
H  16.03  23.19  18.73
H  16.94  22.26  19.91
H  13.67  22.09  21.38
H  15.08  21.17  21.06
H  14.64  21.65  18.54
H  13.10  22.32  18.94
H  13.65  19.54  19.57
H  13.19  19.94  17.29
H  11.73  20.88  17.87
H  11.23  18.55  17.20
H  10.88  18.82  18.94
H  11.15  16.25  19.08
H  12.78  15.67  18.43
H  11.59  16.23  17.41
C  17.80  18.54  12.72
O  18.61  18.04  13.77
C  18.53  18.80  14.94
C  19.46  18.18  16.00
N  19.37  18.68  17.37
C  19.65  20.12  17.38
C  19.47  20.68  18.76
O  20.13  21.93  18.86
C  21.53  21.93  19.03
H  18.12  19.51  12.35
H  16.78  18.67  13.07
H  17.76  17.91  11.83
H  17.51  18.92  15.29
H  18.87  19.80  14.65
H  20.46  18.19  15.58
H  19.17  17.13  15.97
H  20.06  18.13  17.87
H  18.97  20.63  16.69
H  20.66  20.38  17.04
H  19.90  19.96  19.46
H  18.41  20.71  19.04
H  21.87  21.12  19.67
H  21.97  22.86  19.40
H  21.94  21.78  18.03
C  16.00  17.93  9.44
O  15.56  19.22  9.94
C  14.38  19.13  10.72
C  13.05  18.54  10.05
N  13.05  17.07  10.08
C  11.82  16.55  9.49
C  12.07  15.09  9.49
O  10.90  14.44  9.07
C  11.11  13.05  8.78
H  15.33  17.55  8.67
H  16.05  17.19  10.24
H  17.02  17.98  9.07
H  14.16  20.17  10.95
H  14.65  18.45  11.53
H  13.06  18.82  9.00
H  12.16  18.98  10.48
H  13.31  16.66  10.97
H  11.71  17.03  8.51
H  10.89  16.82  9.99
H  12.49  14.69  10.41
H  12.94  14.81  8.88
H  10.18  12.61  8.44
H  11.44  12.57  9.70
H  11.81  13.02  7.94

charge = 0
relative energy (zero: lowest compared OMol25 entry of this formula, charge and spin) = 5.198 eV
SMILES = COCCNCCOC.COCCNCCOC.COCCNCCOC.COCCNCCOC.COCCNCCOC.COCCNCCOC.COCCNCCOC.COCCNCCOC.COCCNCCOC.COCCNCCOC
LUMO level = 0.518 eV
HOMO-LUMO gap = 8.91 eV
HOMO energy = -8.396 eV

Record 4
Density functional theory data (the ωB97M-V functional and the def2-TZVPD basis) for C2HO2P in the gas phase.

Geometry (Å):
C  -0.54  -0.79  0.81
C  0.18  0.17  0.08
O  -0.85  -1.38  1.78
O  -0.79  -0.73  -0.51
P  1.18  1.40  -0.41
H  0.81  1.33  -1.76

charge = 0
relative energy (zero: lowest compared OMol25 entry of this formula, charge and spin) = 1.713 eV
SMILES = [H]/P=c1\oc1=O
LUMO level = -0.784 eV
HOMO-LUMO gap = 9.40 eV
HOMO energy = -10.185 eV

Record 5
Density functional theory data (the ωB97M-V functional and the def2-TZVPD basis) for a molecular structure, C5H11O3Y.

Geometry (Å):
C  0.64  -0.10  1.78
O  -0.02  -1.07  0.92
C  -1.09  -0.60  0.11
C  -0.57  0.26  -1.02
O  0.47  -0.48  -1.65
C  0.86  0.01  -2.93
H  1.23  -0.71  2.47
H  1.23  0.64  1.20
H  -1.83  -0.05  0.72
H  -1.56  -1.51  -0.30
H  -0.15  1.21  -0.66
H  -1.39  0.48  -1.72
H  0.00  -0.06  -3.61
H  1.21  1.04  -2.84
H  1.67  -0.62  -3.30
Y  1.63  -2.02  -0.44
O  -1.29  0.01  3.38
C  -0.42  0.73  2.66
H  0.28  1.38  3.26
H  -0.89  1.46  1.95

charge = +1
2S+1 = 2
LUMO level (alpha / beta) = -5.292 / -3.524 eV
HOMO-LUMO gap (alpha / beta) = 3.86 / 10.74 eV
HOMO energy (alpha / beta) = -9.156 / -14.268 eV

Record 6
Density functional theory data (the ωB97M-V functional and the def2-TZVPD basis) for 5 unconnected molecules or ions with the total composition C18H41BNO11S4.

Geometry (Å):
C  -2.00  -0.70  0.09
O  -2.85  -1.86  0.19
C  -4.03  -1.75  -0.45
N  -5.09  -1.05  0.43
B  -5.42  0.38  -0.01
O  -5.03  1.33  0.82
O  -6.05  0.58  -1.19
H  -2.55  0.23  0.09
H  -1.36  -0.70  0.95
H  -1.36  -0.74  -0.77
H  -4.39  -2.75  -0.64
H  -3.97  -1.27  -1.42
H  -4.73  -1.03  1.38
H  -5.94  -1.61  0.39
H  -4.76  2.12  0.33
H  -6.96  0.86  -1.02
C  2.49  1.67  1.91
C  3.82  0.94  1.80
C  3.58  -0.34  0.99
S  2.19  0.01  -0.10
O  1.07  -0.83  0.27
O  2.65  0.08  -1.46
C  1.89  1.67  0.51
H  2.61  2.69  2.29
H  1.83  1.14  2.60
H  4.54  1.57  1.27
H  4.24  0.71  2.78
H  4.44  -0.62  0.38
H  3.29  -1.18  1.62
H  0.82  1.87  0.48
H  2.42  2.36  -0.15
C  -2.84  -7.41  -2.98
C  -2.51  -6.66  -1.68
C  -2.07  -5.24  -2.07
S  -2.91  -4.87  -3.62
O  -1.92  -4.73  -4.65
O  -3.91  -3.85  -3.39
C  -3.71  -6.46  -3.80
H  -3.36  -8.35  -2.78
H  -1.92  -7.64  -3.52
H  -3.40  -6.61  -1.05
H  -1.73  -7.17  -1.11
H  -2.35  -4.50  -1.33
H  -1.00  -5.19  -2.26
H  -3.76  -6.72  -4.86
H  -4.71  -6.37  -3.39
C  2.14  2.53  -5.28
C  3.34  3.45  -5.54
C  3.42  4.44  -4.37
S  2.72  3.59  -2.95
O  1.51  4.27  -2.55
O  3.75  3.29  -1.99
C  2.26  2.09  -3.82
H  2.13  1.68  -5.95
H  1.21  3.08  -5.43
H  4.25  2.86  -5.59
H  3.24  3.98  -6.49
H  4.45  4.72  -4.13
H  2.83  5.33  -4.54
H  1.34  1.70  -3.41
H  3.07  1.37  -3.69
C  0.46  2.50  6.72
C  1.03  3.76  6.05
C  2.56  3.68  6.15
S  2.97  1.93  6.21
O  3.54  1.63  7.49
O  3.63  1.55  4.98
C  1.28  1.34  6.18
H  -0.60  2.38  6.51
H  0.58  2.57  7.80
H  0.73  3.78  5.00
H  0.65  4.67  6.51
H  3.06  4.13  5.30
H  2.93  4.13  7.07
H  1.21  0.43  6.78
H  1.02  1.12  5.14

charge = +1
relative energy (zero: lowest compared OMol25 entry of this formula, charge and spin) = 0.215 eV
LUMO level = -3.264 eV
HOMO-LUMO gap = 8.59 eV
HOMO energy = -11.857 eV

Record 7
Density functional theory data (the ωB97M-V functional and the def2-TZVPD basis) for a molecular structure, C24H34N3ReS5.

Geometry (Å):
Re  0.92  -0.82  1.30
C  3.77  -1.40  -0.02
C  3.23  -2.83  0.02
S  1.38  -2.89  0.15
C  1.09  -4.17  1.47
C  0.28  -3.68  2.68
S  1.05  -2.14  3.25
C  -0.05  -1.16  4.33
C  0.58  0.23  4.44
S  0.88  1.05  2.80
C  2.67  1.55  2.94
C  3.53  1.10  1.76
S  3.19  -0.67  1.55
H  3.40  -0.84  -0.88
H  4.86  -1.41  -0.04
H  3.65  -3.36  0.88
H  3.51  -3.37  -0.89
H  2.07  -4.54  1.78
H  0.56  -4.99  0.99
H  0.34  -4.43  3.47
H  -0.76  -3.51  2.42
H  -0.09  -1.62  5.32
H  -1.05  -1.13  3.91
H  1.55  0.16  4.94
H  -0.06  0.88  5.03
H  3.05  1.13  3.87
H  2.69  2.63  3.02
H  4.59  1.22  2.00
H  3.31  1.65  0.85
C  -2.12  3.85  -0.86
N  -0.85  3.16  -0.59
C  0.10  2.90  -1.46
S  1.31  1.65  -1.09
N  0.30  3.56  -2.58
C  -0.15  4.92  -2.90
H  -2.89  3.39  -0.25
H  -2.38  3.72  -1.91
H  -2.06  4.91  -0.62
H  -0.72  2.78  0.34
H  0.91  3.10  -3.25
H  -0.28  5.49  -1.99
H  -1.07  4.91  -3.47
H  0.63  5.39  -3.50
N  0.38  0.33  -0.48
C  -0.67  -0.12  -1.12
C  -1.12  0.24  -2.47
C  -2.47  0.53  -2.67
C  -2.93  0.86  -3.94
C  -2.05  0.84  -5.02
C  -0.71  0.51  -4.83
C  -0.24  0.22  -3.56
C  -1.44  -1.08  -0.32
C  -1.89  -2.28  -0.88
C  -2.65  -3.15  -0.12
C  -3.01  -2.81  1.19
C  -2.60  -1.61  1.74
C  -1.79  -0.74  1.00
H  -3.17  0.50  -1.84
H  -3.97  1.09  -4.10
H  -2.41  1.07  -6.01
H  -0.04  0.45  -5.68
H  0.79  -0.07  -3.42
H  -1.65  -2.52  -1.91
H  -3.00  -4.07  -0.55
H  -3.65  -3.48  1.75
H  -2.96  -1.32  2.72
H  -1.64  0.27  1.35

charge = +3
relative energy (zero: lowest compared OMol25 entry of this formula, charge and spin) = 1.776 eV
2S+1 = 2
LUMO level (alpha / beta) = -8.863 / -9.454 eV
HOMO-LUMO gap (alpha / beta) = 7.01 / 6.16 eV
HOMO energy (alpha / beta) = -15.872 / -15.617 eV

| no. | strongest force on any atom (eV/A) |
| --- | --- |
| 1 | 2.41 |
| 2 | 0.28 |
| 3 | 2.77 |
| 4 | 1.15 |
| 5 | 2.62 |
| 6 | 1.30 |
| 7 | 0.17 |